Record 1
The following is a quantum chemistry calculation of a structure of composition C5H8O, from the Open Molecules 2025 dataset.

Structure (ORCA input):
```
! RIJCOSX wB97M-V def2-TZVPD def2/J DEFGRID3
* xyz 0 1
C 1.05 0.35 -1.39
C 2.29 0.79 -1.27
C -1.85 -0.29 0.41
C -0.95 0.27 1.49
O -0.43 -1.09 1.69
C -1.30 -1.47 0.69
H 0.23 1.01 -1.66
H 0.79 -0.69 -1.21
H 3.11 0.13 -0.99
H 2.55 1.83 -1.44
H -0.14 0.93 1.17
H -1.42 0.63 2.40
H -1.35 -2.51 0.37
H -2.59 0.11 -0.26
*
```

Summary:
LUMO in eV: 1.15
ΔE to the lowest compared entry with this formula, charge and spin in kcal/mol: 75.2


Record 2
The following is a quantum chemistry calculation of the molecule C5H8O, from the Open Molecules 2025 dataset.

Structure (ORCA input):
```
! RIJCOSX wB97M-V def2-TZVPD def2/J DEFGRID3
* xyz 0 1
O -0.82 1.58 -0.54
C -0.69 0.56 0.43
C -1.25 -0.74 -0.15
C -0.07 -1.31 -0.94
C 1.69 0.30 -0.26
C 0.76 0.20 0.71
H -0.22 2.29 -0.29
H -1.22 0.84 1.35
H -2.09 -0.51 -0.82
H -1.62 -1.37 0.68
H 0.34 -2.17 -0.36
H 1.47 0.78 -1.20
H 2.70 -0.08 -0.10
H 0.99 -0.26 1.66
*
```

Summary:
LUMO in eV: 0.22
ΔE to the lowest compared entry with this formula, charge and spin in kcal/mol: 119.9


Record 3
The following is a quantum chemistry calculation of a cluster of 2 separate species, C5H8O in total, from the Open Molecules 2025 dataset.

Structure (ORCA input):
```
! RIJCOSX wB97M-V def2-TZVPD def2/J DEFGRID3
* xyz 0 1
C -1.77 0.24 -0.64
C -0.31 0.05 -0.38
C 0.67 0.96 -0.34
C 1.92 0.30 0.12
O 1.53 -1.08 0.24
C 0.28 -1.30 -0.11
H -2.15 -0.49 -1.36
H -1.99 1.25 -1.00
H -2.34 0.10 0.29
H 0.60 2.01 -0.59
H 2.27 0.68 1.08
H 2.75 0.32 -0.60
H -0.82 -1.34 1.93
H -0.64 -1.81 1.36
*
```

Summary:
LUMO in eV: 0.43
ΔE to the lowest compared entry with this formula, charge and spin in kcal/mol: 95.9


Gap between HOMO and LUMO list, top to bottom, in eV: 10.12, 8.44, 8.78